No. 1
A molecular structure, C26H52O26Rb2 at a distorted geometry, computed with ωB97M-V/def2-TZVPD.

Results
Orbital gap, eV: 7.29
LUMO level, eV: -0.278
ΔE to the lowest compared entry with this formula, charge and spin, kJ/mol: 3228.41
Net charge: 0

Geometry as XYZ:
```
106
Properties=species:S:1:pos:R:3:forces:R:3
Rb -13.8421 8.6353 6.4757 4.262 -0.820 4.537
Rb -11.5870 9.1613 4.7432 3.737 2.743 1.324
O -12.4823 2.4179 4.3590 0.845 1.690 0.394
O -11.9409 4.2733 7.4995 -0.407 0.623 1.704
O -13.2091 0.9031 3.1476 0.437 1.088 -1.094
O -10.9662 9.4613 0.7156 -0.455 -1.138 0.050
O -17.9520 9.5674 6.5315 1.120 -0.512 -0.785
O -14.9109 4.4404 6.9804 -3.557 -2.008 1.073
O -12.3323 4.2348 9.6277 1.563 0.781 -1.650
O -11.1586 7.2722 9.1958 -0.375 -0.039 1.462
O -12.1056 7.0707 11.0962 0.544 2.147 0.106
O -11.3494 7.2927 1.2893 1.358 0.815 0.847
O -17.2939 8.2717 4.8900 -0.763 1.150 0.674
O -14.7008 7.0699 0.8654 -2.226 0.484 -2.870
O -10.1509 4.7861 8.8174 -3.910 -1.469 -0.082
O -16.1294 3.3541 5.3316 0.105 1.420 2.029
O -12.0589 7.0680 6.2956 -3.905 -3.955 -6.003
O -13.7035 8.7157 3.9546 -1.764 -1.716 -0.606
O -13.3260 8.3543 -0.4301 -5.270 0.537 0.906
O -8.8633 7.5111 3.4206 0.426 0.669 0.909
O -12.6342 8.9536 9.8370 2.218 -1.465 0.698
O -16.5623 2.9538 7.5474 0.953 2.297 -0.639
O -11.3353 7.8622 -0.8181 3.258 0.515 -1.085
O -15.6996 9.3685 6.0344 -5.802 3.369 -0.862
O -9.0250 5.9142 1.8092 -0.471 0.521 2.891
O -15.5632 8.1556 -0.7232 -2.829 0.332 -0.866
O -9.9292 5.6971 3.9917 2.764 1.714 -1.344
O -13.9458 0.9999 5.2851 -0.377 0.149 0.552
C -11.9719 4.5164 10.9625 1.538 -1.029 1.654
C -13.6712 7.3317 4.1957 1.501 -2.076 4.156
C -13.0788 7.3642 12.0843 -0.560 1.678 0.180
C -11.2578 4.5899 6.3505 8.792 8.194 5.184
C -11.3473 4.4628 8.6619 2.446 1.042 2.451
C -17.8648 10.5843 7.5296 1.062 0.040 0.848
C -11.6897 7.5311 2.6695 2.694 -1.204 -0.596
C -11.2457 8.3124 0.4414 0.955 -0.019 -1.384
C -15.7198 9.3062 -1.5524 0.355 0.261 0.563
C -13.2947 1.4497 4.3864 -1.048 -2.787 -0.724
C -13.9231 -0.2174 2.8163 -2.195 -2.212 1.756
C -13.7702 6.7927 1.8433 -0.459 -0.402 -4.935
C -8.0217 8.4079 2.6674 0.571 -0.646 -1.105
C -16.8500 9.1299 5.8461 -3.433 -1.089 -1.032
C -10.4406 4.4130 3.8737 -0.175 -1.308 -1.541
C -12.2113 3.2770 5.5011 -6.393 -8.392 -3.580
C -12.5754 6.4905 5.0420 2.734 4.068 -0.102
C -15.9295 3.6415 6.5087 -0.332 -2.958 -0.395
C -14.4477 7.8975 -0.1720 3.336 0.258 2.728
C -10.9871 7.6757 7.8218 3.009 3.540 3.531
C -14.3150 5.1772 5.9877 -0.801 0.202 0.763
C -11.7937 6.5924 -1.2816 0.357 -0.567 1.456
C -17.7083 2.1104 7.3102 0.569 0.157 -1.458
C -9.2393 6.3339 2.9421 0.415 -2.136 -1.498
C -16.3235 7.4913 4.1945 -0.455 0.162 0.242
C -11.9112 7.9705 10.0643 -2.963 -1.384 -1.952
H -12.1164 6.5910 3.0190 1.463 0.171 -0.968
H -11.5254 4.4721 3.9621 0.616 0.169 -1.763
H -17.5864 11.5586 7.1278 -0.777 0.042 -0.345
H -13.4116 5.6049 6.4223 -1.149 -0.705 1.562
H -13.5244 6.8314 3.2385 -0.366 -1.501 5.216
H -14.8751 6.0602 5.6802 -0.372 -1.186 0.642
H -10.6292 3.7634 6.0192 1.273 3.070 1.541
H -15.7299 8.0039 3.4376 -0.562 0.714 0.173
H -16.7547 6.6128 3.7144 -0.547 0.101 0.451
H -12.0471 4.2942 5.1455 -3.228 -11.383 -7.210
H -14.1146 4.5416 5.1252 -0.681 0.123 0.055
H -14.5194 -0.2555 1.9047 1.140 0.625 -0.705
H -17.0921 10.4464 8.2860 0.487 -0.761 -0.231
H -14.0203 6.8594 11.8678 0.195 -0.289 0.074
H -12.8780 6.6579 -1.3722 0.450 -0.412 -0.453
H -17.3629 1.2436 6.7468 0.124 -0.607 0.855
H -16.7518 9.2860 -1.9027 0.508 -0.638 -0.989
H -14.7535 -0.3751 3.5045 -0.163 0.402 0.613
H -11.6218 6.3916 4.5236 -0.788 0.215 -0.162
H -11.5286 5.8357 -0.5432 -0.214 -0.145 0.082
H -18.7611 10.5227 8.1468 -0.312 0.371 -0.758
H -13.9993 5.7665 2.1305 -0.227 -0.022 0.477
H -14.8256 9.2998 -2.1758 -0.720 0.457 -0.801
H -13.3705 -1.1290 3.0435 0.489 -0.030 -0.809
H -13.3011 8.4311 12.1067 -0.111 0.144 -0.503
H -10.1938 3.7634 4.7134 1.063 0.526 -0.866
H -13.8026 7.5565 2.6202 -2.085 1.441 -4.209
H -11.2461 5.3151 11.1159 -0.370 -0.296 -0.672
H -12.5097 8.2150 2.8885 1.216 1.006 -1.167
H -12.7480 7.2358 13.1150 0.437 -0.933 -0.279
H -14.6258 7.0094 4.6116 3.680 -0.190 -1.561
H -10.1617 3.8502 2.9829 -0.008 0.534 -0.294
H -15.7660 10.2312 -0.9776 0.693 -0.065 0.529
H -7.5113 9.1027 3.3343 -0.442 -0.254 0.277
H -11.4790 3.6631 11.4283 -0.008 -0.588 -0.315
H -18.1944 1.9749 8.2764 0.359 -0.350 -0.226
H -10.5873 5.4483 6.3930 0.149 0.031 1.357
H -10.7894 7.6277 3.2763 -0.572 0.418 -1.058
H -12.9862 3.4536 6.2470 -0.880 -1.427 -1.103
H -15.5725 7.1798 4.9205 -3.347 0.512 0.336
H -8.5419 8.9437 1.8734 -0.564 0.013 0.323
H -11.8702 8.2494 7.5407 1.275 0.010 0.949
H -11.2863 6.2708 -2.1911 -0.018 0.746 -0.106
H -12.9280 5.4714 5.2008 0.057 2.163 -2.395
H -12.7668 6.8337 1.4196 -2.239 -1.152 -0.702
H -7.2618 7.8358 2.1350 0.056 -0.185 0.192
H -12.8308 4.6794 11.6134 -0.354 0.213 -0.723
H -18.4303 2.4738 6.5790 -0.007 0.981 0.238
H -11.4285 2.8860 6.1512 -1.925 -2.855 -1.854
H -10.6692 6.9675 7.0567 -0.002 -0.417 2.035
H -11.9321 4.8618 5.5383 4.039 8.877 8.181
H -10.1125 8.3128 7.9539 0.267 1.006 -0.410
```
Forces are in eV/Å.

=====

No. 2
10 unconnected molecules or ions with the total composition C26H53Cl18N5O3P at a distorted geometry, computed with ωB97M-V/def2-TZVPD.

Results
Orbital gap, eV: 8.32
LUMO level, eV: -3.484
Net charge: +1

Geometry as XYZ:
```
106
Properties=species:S:1:pos:R:3:forces:R:3
Cl -6.1879 6.0768 -0.1983 -0.010 -0.011 -0.055
Cl -2.9776 3.8456 -3.5369 -0.011 -0.079 0.147
Cl 3.9649 -3.1928 2.3869 1.069 -0.223 -0.235
Cl 0.3345 6.3636 1.0536 -0.040 0.003 -0.123
Cl 3.6102 -1.9668 -4.1918 0.177 0.133 0.159
Cl 1.1130 4.0685 -5.3776 0.202 -0.120 0.042
Cl -6.8963 5.1697 -3.4210 0.006 0.064 -0.005
Cl -1.9206 3.6773 -6.7873 -0.152 0.170 0.080
Cl -3.6534 -4.7883 12.6755 0.040 -0.020 -0.023
Cl 5.1710 3.8363 3.3080 0.367 -0.181 0.219
Cl 1.5707 3.3356 -2.0664 -0.008 -0.273 0.069
Cl -2.8656 -1.0832 7.5211 0.047 0.017 -0.014
Cl -1.8207 -5.8120 9.9729 -0.022 -0.029 -0.003
Cl 2.7355 -3.4854 -7.1311 0.167 -0.075 0.008
Cl 4.9628 0.6516 2.0731 -0.147 -0.063 0.017
Cl 3.5291 5.3369 0.3815 0.029 0.020 -0.022
Cl -0.1570 -0.1408 5.6539 -0.035 0.064 0.129
Cl 3.0902 -4.7114 -0.5524 -0.098 0.085 -0.120
P -2.4582 -3.7280 0.2473 -6.589 -4.625 2.999
O -3.9338 -4.3617 0.4036 5.942 2.961 -1.182
O -2.1530 -2.9529 1.8125 0.344 -2.351 -3.061
O -1.4106 -5.1407 -0.0059 -0.757 4.493 -1.491
N -1.8198 -0.9375 -2.8045 7.317 -0.205 4.456
N -0.3802 0.6936 -6.8802 0.963 -2.147 6.304
N -2.4828 -2.6108 -1.1252 0.547 -0.641 1.066
N 0.4520 -0.6585 -1.8191 -3.070 1.748 -4.115
N -0.1650 -1.6038 -0.9674 -3.292 0.622 -3.421
C 1.1520 4.9118 1.6839 0.186 -0.212 0.143
C -3.4425 3.0386 -6.1177 -0.320 -0.034 0.058
C 0.4547 4.9546 -3.9796 -0.108 0.147 0.325
C 2.6375 5.1432 1.9112 -0.401 -0.113 0.291
C -7.2193 4.7265 -0.7326 -0.143 -0.195 -0.046
C -1.7350 -0.7050 5.0501 -0.280 -0.047 -0.128
C 4.4243 -5.1661 0.5367 0.404 -0.172 0.341
C -6.7111 4.0899 -2.0165 -0.017 -0.254 0.282
C 0.6053 -2.1872 0.1707 2.294 0.635 1.986
C 1.4104 4.9521 -2.7970 -0.089 0.633 -0.292
C 6.5083 2.8310 2.6966 0.295 -0.193 -0.112
C -1.5142 -1.7659 -1.5760 2.195 2.532 -1.924
C -0.1288 0.0570 -5.6682 -0.597 0.435 -3.901
C 0.9485 -2.2306 2.8535 -0.147 -0.293 -0.056
C 6.0748 1.9386 1.5444 0.295 0.323 -0.156
C -2.6311 -4.2406 10.1890 -0.108 0.310 0.032
C -0.2797 0.8220 -4.1889 -0.381 -0.162 -0.383
C 4.0695 -3.9401 -6.0421 0.195 -0.074 0.121
C 0.3725 -1.5266 -5.7081 0.068 0.860 0.544
C -0.4669 -0.2199 -2.9378 -2.133 -2.707 2.297
C -3.9897 3.9136 -5.0011 -0.296 -0.077 -0.498
C 3.7237 -3.7014 -4.5808 0.080 -0.512 -0.099
C 4.0784 -4.9273 1.9980 0.066 -0.361 -0.082
C -2.6135 -3.7807 11.6382 0.124 0.179 -0.150
C -2.8831 -0.2596 5.9419 -0.048 0.107 -0.246
C 0.5600 -1.2500 1.5562 -0.121 -0.496 0.912
H -2.0954 -3.5200 9.5638 -0.031 -0.083 0.168
H -8.2406 5.1033 -0.8459 0.269 -0.032 -0.061
H -3.8384 -0.5045 5.4680 0.199 -0.026 0.030
H -3.2601 2.0151 -5.7757 0.005 0.195 -0.031
H -3.6525 -4.3298 9.8064 0.205 -0.053 0.178
H -0.5106 4.5094 -3.7193 0.323 0.075 -0.100
H -1.6939 -1.7949 4.9594 0.008 0.219 0.142
H 2.8182 6.0314 2.5246 -0.082 -0.127 -0.222
H -0.4123 -2.2598 -5.2220 1.386 1.661 -0.859
H 4.5068 -4.1184 -3.9405 -0.089 0.109 -0.146
H 0.6047 1.5781 -4.0625 -1.624 -1.583 0.014
H -1.6013 -3.7965 12.0542 -0.223 -0.106 -0.128
H -2.8592 0.8197 6.1214 0.101 -0.262 0.000
H 2.4090 5.2955 -3.0846 -0.202 -0.213 0.047
H -4.9868 3.5678 -4.7125 0.227 0.037 -0.081
H 5.5799 2.5118 0.7543 0.022 -0.073 0.257
H -7.2168 3.9880 0.0746 0.054 0.067 -0.188
H 1.7566 -2.1638 -0.1481 -2.619 -0.273 0.400
H -2.3179 -3.7061 2.4704 0.118 1.208 -1.276
H 4.2654 -5.0036 -6.2087 -0.076 0.163 0.128
H -0.4939 -0.7386 1.7166 2.092 -1.233 -0.477
H -5.6554 3.8121 -1.9388 -0.168 0.187 0.014
H 4.9598 -3.3791 -6.3428 -0.251 -0.041 0.100
H 0.6655 4.6613 2.6314 0.156 0.103 -0.097
H -1.8584 -0.2847 4.0474 -0.043 0.000 0.181
H -1.1248 -5.0435 -0.9736 -0.330 -0.550 1.706
H 0.9742 4.0907 0.9826 0.112 0.229 0.052
H -1.2959 1.4402 -4.2819 2.224 -1.365 0.604
H 1.0344 5.6173 -2.0140 0.004 -0.165 -0.087
H -4.0690 4.9603 -5.3108 0.101 -0.245 0.106
H -7.2857 3.1850 -2.2355 -0.002 0.186 0.080
H 1.3640 -0.3938 1.5331 -1.541 -1.691 -0.278
H 3.0736 4.2810 2.4246 -0.337 0.208 -0.282
H 0.2769 5.9819 -4.3117 0.115 -0.151 0.104
H 1.3595 -1.5515 -5.0397 -2.176 -0.152 -1.683
H 6.9036 2.2464 3.5331 -0.189 0.088 -0.181
H 5.3146 -4.6051 0.2359 -0.279 -0.026 0.080
H -3.3763 -2.6184 -1.7066 1.449 -0.137 1.291
H -2.9939 -2.7572 11.7079 0.019 -0.177 -0.096
H 1.4213 -0.2752 -1.7586 -1.142 -0.879 0.467
H 7.2917 3.5171 2.3610 -0.182 -0.119 -0.036
H 0.9278 -1.6358 3.8826 0.143 -1.179 -2.456
H 4.6201 -6.2296 0.3701 -0.116 0.171 0.084
H -0.6773 1.6825 -6.6893 0.361 -0.942 -0.113
H 4.8616 -5.3443 2.6382 -0.086 0.089 -0.184
H 2.0150 -2.7188 2.6808 -2.922 1.447 0.504
H -4.1591 2.9985 -6.9435 0.080 0.070 0.191
H 0.5799 -1.9086 -6.8085 -0.461 1.256 2.464
H 6.9478 1.4432 1.1091 -0.108 0.084 0.170
H 0.2006 -3.1396 2.9695 1.280 1.970 -0.407
H 0.3828 -3.3024 0.4431 -0.075 2.155 -0.919
H 2.7745 -4.1732 -4.3085 0.156 0.161 -0.142
H 3.1293 -5.3992 2.2702 0.150 0.149 -0.118
```
Forces are in eV/Å.

=====

No. 3
A molecular structure, C26H53CsGeN2OPS, computed with ωB97M-V/def2-TZVPD.

Results
Orbital gap (spin up / spin down), eV: 5.45 / 4.22
LUMO level (spin up / spin down), eV: 2.092 / 2.097
ΔE to the lowest compared entry with this formula, charge and spin, kJ/mol: 0.00
Net charge: -1

Geometry as XYZ:
```
86
Properties=species:S:1:pos:R:3:forces:R:3
Cs -0.5471 -0.1500 -0.7928 -0.018 0.033 0.042
Ge -1.7898 2.6899 1.9109 0.056 -0.020 -0.027
S -1.8238 -0.6231 -4.0906 -0.023 0.036 -0.026
P 0.1128 2.9973 -3.2719 0.015 -0.121 0.255
O 0.6532 2.3441 -2.0401 -0.035 -0.005 -0.244
N -2.3079 -2.6628 -2.3485 -0.006 -0.030 0.028
N -0.0551 -2.3977 -2.9891 0.023 0.019 0.013
C -1.4184 -2.1305 -3.3410 0.000 -0.015 0.002
C -3.9636 -3.7070 -4.7590 -0.017 0.018 -0.008
C -2.9574 -4.4502 -5.6260 0.027 -0.002 -0.017
C 0.8618 -4.6157 -4.9433 0.015 0.005 0.015
C 0.5649 2.1709 -4.8037 0.051 -0.028 0.036
C 0.3790 -4.8402 -0.3931 0.023 0.040 -0.035
C 0.9545 -2.2419 -4.0188 0.022 -0.003 -0.018
C 0.7810 -3.1270 -5.2530 -0.004 0.005 -0.001
C 0.7076 4.6966 -3.4305 -0.030 0.034 -0.048
C -0.2792 3.7660 1.1968 -0.072 -0.056 -0.004
C -4.0193 -4.2279 -3.3259 -0.013 -0.031 0.020
C 0.7380 -5.4863 -6.1874 -0.006 -0.010 -0.005
C 2.2013 -1.3293 1.3703 -0.002 -0.017 0.003
C 2.2400 -3.1355 -0.2478 0.016 0.011 -0.008
C -2.5587 3.8093 3.3679 -0.008 0.002 -0.011
C 1.0256 -3.6243 0.2164 -0.024 -0.001 0.016
C 2.5127 0.1635 3.3982 0.020 -0.008 -0.021
C 2.3524 1.1542 1.1125 -0.014 -0.009 0.023
C 0.9789 -1.8166 1.8323 -0.013 0.030 0.010
C -2.7368 -4.0532 -2.5115 0.019 0.026 0.021
C 2.8232 -0.0608 1.9196 -0.006 0.030 -0.016
C -1.2617 0.8697 2.2462 -0.009 0.036 -0.029
C 0.4067 -2.9428 1.2615 -0.017 -0.062 -0.056
C 2.8171 -2.0076 0.3226 -0.010 -0.001 0.002
C -3.1546 2.7974 0.4615 0.016 0.031 0.028
C -1.6819 3.0983 -3.3029 -0.003 0.031 0.009
H 2.7355 -3.6361 -1.0731 0.013 0.002 -0.005
H -4.0925 2.3382 0.7798 0.001 -0.001 0.007
H -0.5638 -3.2820 1.6092 0.011 0.019 0.038
H 0.0256 -3.2768 -2.4936 -0.011 -0.002 -0.019
H 2.5322 1.0354 0.0416 0.001 -0.002 -0.001
H -2.0306 3.6155 -2.4080 0.004 -0.001 0.003
H -3.7109 -2.6436 -4.7515 0.008 -0.004 -0.001
H -2.8064 4.8120 3.0085 -0.002 0.003 -0.001
H -3.4680 3.3479 3.7589 0.001 0.000 0.006
H 2.8648 2.0613 1.4420 0.015 -0.001 0.001
H 0.8933 -5.1442 -1.3072 0.004 -0.009 0.000
H 3.0752 1.0219 3.7720 -0.003 0.002 -0.001
H -1.6956 0.5687 3.2189 0.012 -0.004 0.006
H 3.7621 -1.6389 -0.0638 0.003 0.003 0.003
H 2.7725 -0.7083 4.0025 -0.010 -0.002 0.004
H 1.7962 4.6860 -3.4866 0.002 -0.003 0.002
H 1.5365 -5.2632 -6.8992 0.003 0.001 0.000
H -0.6649 -4.6377 -0.6413 -0.003 -0.014 0.011
H -2.9018 -4.4967 -1.5223 0.009 -0.005 0.001
H 1.5572 -2.8670 -5.9828 0.004 -0.003 0.002
H 0.7919 -6.5498 -5.9457 0.001 0.000 0.000
H 0.3997 -5.6881 0.2950 -0.012 -0.003 0.008
H 1.4501 0.3825 3.5283 0.006 0.001 0.017
H -4.8260 -3.7154 -2.7890 -0.001 0.002 -0.002
H 0.1063 1.1768 -4.7891 0.008 0.001 -0.001
H 1.2823 1.3016 1.2832 -0.017 -0.001 -0.022
H -3.1169 -2.0552 -2.2900 0.005 0.023 -0.017
H -2.0757 2.0778 -3.3096 0.002 -0.004 -0.009
H 3.9079 -0.1619 1.7966 0.004 -0.003 0.017
H -1.9097 -4.6071 -2.9647 -0.020 -0.005 -0.021
H 1.9278 -2.4414 -3.5561 0.001 0.002 0.014
H -0.2132 -5.3059 -6.6923 -0.003 0.004 0.003
H -2.9840 -4.0931 -6.6573 -0.011 -0.002 0.001
H 1.8109 -4.8289 -4.4364 0.000 -0.002 -0.004
H 0.2074 2.7209 -5.6755 -0.003 0.018 0.007
H -3.3539 3.8383 0.1901 -0.006 0.000 -0.003
H 0.5391 3.8073 1.9190 -0.004 0.008 0.005
H 0.3017 5.1797 -4.3205 0.008 0.010 0.004
H 0.4252 -1.2677 2.5834 0.007 -0.008 0.002
H 0.1026 3.3137 0.2775 0.016 0.041 0.010
H 0.9467 -1.1952 -4.3294 -0.008 -0.002 0.004
H 0.0711 -4.8814 -4.2342 -0.009 -0.003 -0.004
H -4.9631 -3.7964 -5.1974 0.004 0.004 -0.004
H -2.8175 2.2717 -0.4348 0.005 -0.007 -0.009
H -1.9453 -4.2867 -5.2545 0.001 0.003 0.008
H -1.8471 3.9053 4.1905 0.005 -0.007 0.004
H -4.2835 -5.2935 -3.3292 0.000 0.005 0.003
H -0.1826 -2.8882 -5.7126 -0.002 -0.002 -0.002
H 0.4101 5.2558 -2.5433 -0.002 -0.007 0.010
H 1.6509 2.0777 -4.8463 -0.001 -0.008 -0.021
H -0.5995 4.7888 0.9772 -0.004 0.002 -0.005
H -2.0315 3.6242 -4.1930 -0.008 -0.003 -0.001
H -3.1516 -5.5277 -5.6341 0.001 -0.003 -0.001
```
Forces are in eV/Å.

=====

Q: Number 3 is which compound?
A: C26H53CsGeN2OPS

=====

Q: What is the net charge in the first record?
A: 0